104
Properties=species:S:1:pos:R:3:forces:R:3 method="wB97M-V/def2-TZVPD" homo_lumo_gap_ev=6.9 e_homo_ev=-7.32 e_above_lowest_kcal_mol=0.0 charge=0
Sc -0.97752 -0.92649 -0.33509 0.23 -0.44 0.30
S 1.12258 -2.82920 -0.52083 -0.20 0.30 -0.06
Si 1.15159 -0.02891 2.40387 0.01 0.02 -0.17
O 0.10174 -0.36430 1.20512 -0.10 0.19 0.17
O -3.35630 -3.46067 2.15070 0.06 -0.08 0.01
N 3.45837 -1.61849 -0.75734 0.04 -0.16 -0.04
N -3.02132 -0.14830 0.98197 0.25 0.01 0.09
N -2.14703 0.12808 -2.08945 0.08 -0.10 0.21
N -1.55414 -2.76477 -2.18725 -0.16 0.07 0.00
N 1.81064 -0.55215 -1.86052 0.11 -0.02 0.20
N -0.67979 2.18533 -0.39947 -0.16 0.15 -0.10
N 0.49069 -0.35899 -1.97709 -0.05 -0.19 -0.58
N -2.09131 -2.59976 0.41576 -0.14 -0.06 0.24
C -0.54404 3.06283 -1.39599 0.02 -0.05 0.10
C -1.80257 -3.92809 -1.58307 -0.03 0.04 -0.06
C 2.92242 4.23065 1.45996 -0.03 -0.04 0.04
C 2.66070 1.38235 -6.26227 -0.04 -0.01 0.01
C 5.11064 -1.38478 2.44457 -0.04 -0.01 0.01
C 1.65854 0.44850 -6.48205 0.00 0.02 0.02
C -1.94538 -5.07809 -3.67675 0.00 -0.06 -0.05
C 2.09787 2.07702 0.76912 0.12 -0.04 0.11
C -4.27897 1.36218 2.34752 -0.07 0.01 0.11
C 1.29923 -0.09266 5.27380 -0.03 0.04 -0.02
C -0.86128 2.68710 0.82270 0.04 -0.12 -0.02
C -0.79155 0.85103 4.25060 -0.04 -0.06 0.01
C -1.70356 -3.86618 -4.30931 0.00 -0.05 -0.02
C -3.46132 0.34229 -2.12267 0.05 -0.16 0.16
C 0.06506 0.22513 -3.05421 -0.11 0.12 0.05
C -0.85371 4.93635 0.04565 0.00 0.05 -0.04
C 2.63533 3.31818 0.45073 -0.01 -0.07 0.05
C -1.51003 -2.74986 -3.52199 0.07 0.04 0.10
C -1.96444 1.13759 -4.23001 0.00 0.02 -0.12
C 4.97645 -2.76583 2.51553 0.00 0.03 -0.01
C -0.95927 4.04161 1.09526 0.03 0.04 0.07
C -2.88490 -2.53549 1.49140 0.02 0.08 -0.19
C 0.97072 0.62148 -4.17081 -0.02 0.08 0.04
C 1.98899 1.54947 -3.95674 -0.06 0.04 -0.03
C 2.68937 -1.12436 2.45243 0.03 -0.21 -0.16
C -1.87785 -3.93994 -0.08537 0.05 0.21 0.00
C 2.14974 -1.58110 -1.07412 -0.02 0.30 0.06
C -3.31080 -1.12747 1.84571 0.04 0.02 -0.08
C 3.97762 -0.57774 2.41257 -0.06 -0.04 0.08
C -0.62980 4.43595 -1.22786 0.06 0.02 0.00
C 3.70786 -3.33333 2.56061 -0.02 0.03 -0.01
C -1.99391 -5.10500 -2.29844 0.01 -0.11 -0.04
C -4.10451 0.94095 -3.18535 -0.06 0.06 -0.09
C -3.33043 1.35642 -4.25576 0.08 0.02 -0.07
C 2.68839 3.88422 2.78490 -0.03 -0.03 -0.06
C -3.52105 1.06701 1.23320 0.06 -0.02 -0.28
C 2.16121 2.63389 3.09647 -0.09 -0.03 -0.16
C -1.38961 0.49250 -3.13594 0.15 0.22 0.03
C 2.82245 1.93220 -4.99622 0.01 0.00 0.01
C 2.58177 -2.52015 2.52831 0.01 0.07 0.00
C -0.32663 -1.60811 4.15478 0.04 0.00 0.04
C 0.81779 0.07447 -5.44103 0.00 -0.09 -0.01
C -4.05864 -0.91986 2.99303 -0.08 -0.02 0.11
C 1.83611 1.70825 2.09767 0.14 0.18 0.04
C 0.30975 -0.20597 4.09910 0.00 0.01 0.10
C -4.54002 0.34706 3.25834 0.02 0.04 0.02
H -4.25090 -1.77287 3.62900 0.01 0.03 0.00
H -1.66405 -3.78661 -5.38752 0.02 0.00 0.03
H -2.09915 -5.98410 -4.25241 0.01 0.06 0.03
H 1.86957 1.37375 -0.02753 0.03 0.04 0.03
H 6.09755 -0.93689 2.41298 -0.04 -0.01 0.00
H 5.85644 -3.39844 2.53950 -0.03 0.02 -0.01
H -1.29279 -1.79450 -3.98467 -0.04 -0.02 0.02
H -3.78501 1.85120 -5.10514 0.02 0.00 0.01
H -0.83878 -1.87029 3.22880 -0.08 0.00 -0.04
H -5.17573 1.08524 -3.16432 0.03 0.00 0.01
H 3.31607 1.67755 -7.07275 -0.02 -0.01 0.03
H 3.59585 -4.41064 2.61084 0.00 0.05 -0.01
H 2.00336 2.38277 4.13953 -0.01 0.04 -0.07
H 3.74083 -2.26135 -0.03759 0.06 -0.02 0.05
H 4.00954 -0.78844 -0.90416 -0.04 -0.02 -0.04
H -2.18304 -6.02755 -1.76201 -0.01 0.05 -0.02
H 3.60984 2.65460 -4.81572 -0.04 -0.03 0.00
H -1.55544 0.73016 3.47825 -0.04 0.01 -0.03
H 1.53142 0.00672 -7.46307 0.00 0.01 0.04
H 0.43075 -2.37534 4.34110 -0.07 0.07 0.00
H 0.85549 -0.53200 6.17612 0.01 0.06 -0.05
H 2.12777 1.96307 -2.96630 0.01 -0.02 0.02
H 2.91774 4.58712 3.57802 0.01 -0.03 -0.03
H -1.09600 4.37833 2.11575 0.00 -0.03 -0.05
H -0.32780 2.65648 -2.37827 -0.11 0.00 0.01
H -2.68704 -4.59168 0.23415 -0.13 -0.13 0.06
H -0.39664 1.87079 4.18299 -0.02 -0.07 0.02
H -4.01205 0.01629 -1.24921 0.03 -0.04 -0.04
H 0.04566 -0.66756 -5.61816 0.02 0.04 0.01
H 4.10028 0.49979 2.36009 0.01 -0.06 -0.03
H -0.51250 5.09416 -2.07904 0.00 -0.02 0.01
H 2.23650 -0.62057 5.07481 -0.08 0.00 0.03
H -1.33550 1.46869 -5.04270 -0.01 -0.01 -0.04
H -3.32861 1.82735 0.48521 0.11 0.00 0.04
H -0.95528 -4.37257 0.31156 0.10 -0.08 0.02
H -1.05617 -1.65987 4.97312 0.06 0.00 -0.03
H -4.65423 2.36664 2.49434 0.01 -0.03 -0.02
H 1.59996 -2.98223 2.53915 0.12 0.02 -0.05
H -5.11756 0.54380 4.15310 0.00 -0.01 -0.03
H -1.29183 0.74473 5.22265 0.03 0.02 -0.06
H 2.82959 3.57583 -0.58601 -0.02 -0.01 0.05
H 1.54400 0.94598 5.51088 0.00 -0.06 -0.02
H -0.90068 1.96170 1.62346 -0.11 -0.03 0.02
H -0.92954 6.00375 0.21550 0.02 -0.03 0.00
H 3.33607 5.20298 1.21731 -0.02 -0.03 0.00

***

62
Properties=species:S:1:pos:R:3:forces:R:3 method="wB97M-V/def2-TZVPD" homo_lumo_gap_ev=8.7 e_homo_ev=-8.06 e_above_lowest_kcal_mol=490.7 charge=0
Cl 2.48722 -0.88393 2.78901 0.55 0.43 0.94
F -1.52367 2.76271 -0.54853 -7.30 1.33 -3.55
O 4.49357 -0.89225 -1.75605 4.39 1.49 4.43
O 4.60784 -0.47856 1.19718 2.51 -1.71 -3.62
N -3.06759 0.86829 1.47289 -3.70 12.35 10.09
N -0.95520 -1.25140 -1.30721 -5.04 2.94 -3.29
C -4.55636 -0.75655 -0.34251 -0.95 -2.95 10.17
C -2.10652 1.44368 2.74463 -0.72 3.53 -9.73
C 1.29332 -1.89571 -0.70751 -0.14 1.52 1.46
C -2.48415 -0.06273 0.95975 7.87 -11.90 -4.77
C -5.26487 0.27613 0.76571 4.40 1.39 -1.75
C 4.60259 -1.17413 -3.01591 -0.76 7.05 -2.28
C -0.24214 2.62298 1.21579 -0.30 -0.82 0.69
C -0.07174 -2.26484 -1.27951 3.22 -4.56 -4.18
C -0.35324 2.75525 -0.21462 7.31 -3.45 3.89
C -2.41521 -1.65880 -1.23857 2.44 5.41 0.98
C 5.95754 -0.66455 0.50016 -0.36 8.43 7.26
C 3.63991 -0.93555 0.34142 -2.21 0.69 5.62
C 1.35748 -1.74774 0.75918 -4.28 -1.94 -7.43
C 2.44765 -1.16409 1.06006 4.22 1.40 4.23
C 2.39170 -1.41801 -1.50615 -10.48 -5.68 -0.97
C 0.67305 2.25267 -1.03336 3.26 1.62 7.17
C -1.51136 2.77092 2.03148 7.76 -4.15 8.39
C -3.06750 -0.61856 -0.32897 -2.58 5.14 -4.58
C 0.89421 2.12793 1.82623 1.58 0.44 2.52
C -4.30153 0.66386 2.15827 1.49 -10.97 -7.65
C 2.01028 2.07796 -0.27363 -0.50 -1.28 -2.82
C 3.49417 -1.13237 -0.94931 5.23 1.54 -1.19
C -0.90388 -0.29270 -2.59763 13.91 -14.13 1.31
C 2.10076 2.02279 1.13436 -1.50 -0.74 -2.69
H -1.30431 0.39380 -2.32374 -8.83 14.79 4.99
H 6.02951 0.15992 -0.17274 0.01 0.21 -0.77
H 2.16534 -2.00059 -2.39741 1.10 1.15 -1.06
H -3.00284 -1.92642 -2.07321 -0.22 0.10 -1.47
H 0.67198 2.46815 -2.00208 0.03 0.05 -4.22
H 2.91431 1.61418 1.68872 0.90 0.14 -0.20
H 6.31522 -1.49706 0.10091 0.82 -4.21 -0.95
H 1.11073 1.81951 2.99476 -1.63 1.10 -2.88
H -0.99262 -0.67486 -3.52577 -1.16 -1.85 -2.81
H 0.05769 -2.75355 -2.52686 0.26 1.10 2.87
H -2.73273 1.80675 3.38577 -3.80 1.69 3.99
H -1.46255 0.79257 3.11805 2.99 -3.07 1.20
H -1.38628 0.20196 0.77498 -1.26 -0.54 -0.24
H 3.85889 -0.55589 -3.51413 -0.45 0.10 -0.93
H -6.21801 -0.00227 1.01919 -2.29 -0.90 0.51
H -2.40449 -2.38358 -0.60610 -0.04 -5.58 3.61
H 0.27491 -0.13307 -2.46610 -2.36 0.56 -0.91
H -3.23574 0.45588 -0.84050 1.72 -1.48 -0.26
H 0.44416 -1.94092 1.26391 -0.13 -0.07 1.02
H -2.40162 -0.97538 1.66865 0.05 0.00 -0.25
H 2.90946 1.69882 -0.98899 -2.05 1.26 1.97
H -4.59211 -1.78293 0.64333 -0.58 1.61 -3.08
H 5.50599 -0.79729 -3.39668 1.56 0.22 -0.27
H 6.61005 -0.07028 1.56593 -1.21 -2.63 -3.46
H -5.27325 1.19127 0.12172 -0.37 -0.01 1.04
H -4.81854 1.39611 2.45140 -3.20 5.79 3.46
H -1.07613 3.43316 3.13122 -1.30 -1.61 -3.18
H -0.41100 -3.22385 -0.84562 -0.25 0.79 0.46
H 4.44334 -2.05052 -3.30445 -1.16 -7.98 -2.05
H -4.21106 -0.45686 2.63038 -0.62 2.79 0.15
H -5.30294 -0.92351 -1.05995 -0.03 -0.47 -1.64
H -2.11169 3.36405 1.62878 -5.83 4.49 -3.27

***

24
Properties=species:S:1:pos:R:3:forces:R:3 method="wB97M-V/def2-TZVPD" homo_lumo_gap_ev=10.1 e_homo_ev=-13.15 e_above_lowest_kcal_mol=82.5 charge=+1
O -0.77989 2.43714 -0.86853 1.47 0.09 -1.94
N -1.79020 -0.04683 -0.00014 0.30 1.64 -0.44
C 1.84754 0.24499 -1.72064 2.47 6.02 -2.81
C -1.03002 -2.18716 0.50856 0.43 -2.86 5.68
C 1.67041 0.65466 -0.51318 0.62 0.06 1.29
C 1.49690 -0.49392 0.42049 1.02 3.34 3.04
C -1.10238 -0.80791 1.08306 2.46 -0.88 1.97
C 0.30927 -0.24182 1.36396 1.31 0.75 1.20
H -1.45638 1.02229 -0.09630 0.05 -2.09 -0.61
H -0.23783 -2.88835 0.96855 -0.61 1.57 -0.81
H -0.85030 3.43368 -0.83078 0.31 -1.70 -0.37
H -0.13069 2.12244 -1.64062 -1.94 1.42 2.49
H 1.92453 1.73950 -0.22496 -0.44 -2.06 -0.07
H 2.48581 -0.40181 1.04873 -1.87 -0.46 -0.72
H 2.37021 0.94834 -2.41144 -0.73 0.15 0.30
H -2.77852 0.08017 0.11487 -0.93 -0.33 0.39
H 0.28486 0.88094 1.47854 -0.32 -1.02 0.06
H -1.48501 -0.93853 2.15523 -0.81 1.09 -1.93
H -0.95921 -2.19564 -0.48493 0.45 -0.43 -4.06
H -1.68269 -0.70439 -0.83779 -0.07 2.10 0.85
H 1.70136 -0.53863 -2.29580 -1.00 -4.74 -1.34
H 1.59657 -1.39883 -0.07764 -0.32 -1.73 -0.87
H 0.72529 -0.59911 2.34293 -1.31 0.06 -0.49
H -1.88775 -2.74443 0.88702 -0.54 0.02 -0.79